(A)
Computed, not measured: C7H10N2 in the gas phase, with ωB97M-V/def2-TZVPD.

```
! RIJCOSX wB97M-V def2-TZVPD def2/J DEFGRID3
* xyz 0 1
H -3.258 -1.642 -0.135
N -2.658 -0.831 -0.512
C -1.453 -1.318 -0.400
N -0.301 -0.615 -0.786
C -0.108 0.824 -0.764
C -1.066 1.775 -0.185
C 0.862 -0.109 0.070
C 0.771 -0.289 1.542
C 2.168 -0.247 -0.536
C 3.312 -0.471 -0.862
H -1.199 -2.393 -0.188
H 0.380 1.224 -1.651
H -1.729 2.233 -0.981
H -1.735 1.106 0.547
H -0.430 2.566 0.350
H 1.677 0.199 2.057
H 0.661 -1.441 1.894
H -0.143 0.278 1.891
H 4.247 -0.849 -1.352
*
```

Summary:
- HOMO-LUMO gap (eV) = 9.728
- SMILES = [H]/N=C/N1[C@@H](C)[C@]1(C)C#C
- HOMO (eV) = -8.8423

Atomic partial charges in e from the Mulliken method, atoms 1 to 6: 0.2446 -0.5977 -0.0160 -0.3242 -0.3310 -1.1188



(B)
Computed, not measured: a molecular structure, C7H10N2, with ωB97M-V/def2-TZVPD.

```
! RIJCOSX wB97M-V def2-TZVPD def2/J DEFGRID3
* xyz 0 1
C 1.097 -1.156 -1.511
C 0.372 0.023 -0.875
C 0.612 1.336 -1.098
C -0.193 1.935 -0.079
C -0.695 1.018 0.721
C -0.885 -1.541 0.901
C -0.848 -2.915 0.969
H 1.624 -0.560 -2.195
H 1.841 -1.582 -0.702
H 0.418 -1.687 -2.100
H 0.970 1.873 -1.912
H 0.233 4.025 -0.339
H 0.397 3.396 1.663
H -1.177 1.414 1.638
H -1.678 -1.124 1.638
H -0.152 -4.028 0.635
H -1.592 -3.285 1.852
N 0.022 3.160 0.491
N -0.366 -0.303 0.304
*
```

Summary:
- HOMO-LUMO gap (eV) = 8.177
- HOMO (eV) = -7.3545

Atomic partial charges in e from the Mulliken method, atoms 1 to 6: -1.3277 0.4041 -0.7434 0.5376 -0.6754 0.1641



(C)
Computed, not measured: 2 unconnected molecules or ions with the total composition C7H10N2, with ωB97M-V/def2-TZVPD.

```
! RIJCOSX wB97M-V def2-TZVPD def2/J DEFGRID3
* xyz 0 1
C -2.595 -1.414 -0.350
C -2.583 -0.456 0.371
C 0.516 -0.087 -1.415
C 0.178 0.306 0.806
C 0.709 -0.820 -0.124
C 2.217 -1.088 0.145
C -0.484 2.575 0.425
N 0.074 1.098 -1.325
N -0.050 1.385 0.062
H -2.629 -2.342 -0.863
H 0.608 -0.474 -2.357
H 0.575 0.325 1.827
H -0.005 -1.603 -0.002
H 2.909 -0.283 0.010
H 2.681 -1.949 -0.306
H 2.290 -1.421 1.166
H -2.577 0.473 0.881
H -1.043 2.642 1.405
H -0.791 3.134 -0.355
*
```

Summary:
- HOMO-LUMO gap (eV) = 7.339
- HOMO (eV) = -6.8264

Atomic partial charges in e from the Mulliken method, atoms 1 to 6: -0.6183 -0.1529 -0.4954 -0.8501 0.5413 -1.4568



Of them, (A) has the highest stability.



(A)
Computed, not measured: 2 unconnected molecules or ions with the total composition C2H4OS2, with ωB97M-V/def2-TZVPD.

```
! RIJCOSX wB97M-V def2-TZVPD def2/J DEFGRID3
* xyz 0 1
C 0.298 0.935 -0.683
C 0.207 -0.185 0.378
H -2.088 -0.101 -0.046
H 1.267 0.728 -1.275
H 0.638 1.854 0.000
H 2.039 -1.643 -0.988
O -0.742 -0.441 1.167
S -1.590 1.089 -1.122
S 1.655 -1.203 0.797
*
```

Summary:
- HOMO-LUMO gap (eV) = 8.129
- HOMO (eV) = -9.3007

Atomic partial charges in e from the Mulliken method, atoms 1 to 6: -0.2483 0.3086 0.2501 0.3319 0.2684 0.1440



(B)
Computed, not measured: C2H4OS2 in the gas phase, with ωB97M-V/def2-TZVPD.

```
! RIJCOSX wB97M-V def2-TZVPD def2/J DEFGRID3
* xyz 0 1
C -0.067 -0.477 0.462
C 0.800 0.379 -0.014
S 0.397 1.248 -1.559
O 1.109 0.513 -2.602
S 0.458 3.167 -1.209
H -0.034 -1.012 1.457
H -1.001 -1.011 0.036
H 1.766 0.772 0.415
H -0.935 0.721 -1.889
*
```

Summary:
- HOMO-LUMO gap (eV) = 9.750
- SMILES = C=C[S@H](=O)=S
- HOMO (eV) = -9.6196

Atomic partial charges in e from the Mulliken method, atoms 1 to 6: -0.5575 0.0327 0.4817 -0.5453 -0.2792 0.2222



Of them, (B) has the highest stability.



(A)
Computed, not measured: C2H4OS2 in the gas phase, with ωB97M-V/def2-TZVPD.

```
! RIJCOSX wB97M-V def2-TZVPD def2/J DEFGRID3
* xyz 0 1
C -0.047 0.841 0.041
C -1.031 -0.167 -0.244
O 1.885 -0.900 -0.838
S 1.538 -0.209 0.417
S -1.701 -1.047 0.936
H 0.099 1.377 -0.904
H -0.214 1.548 0.864
H -1.162 -0.461 -1.304
H 0.633 -0.981 1.033
*
```

Summary:
- HOMO-LUMO gap (eV) = 8.171
- HOMO (eV) = -9.1952

Atomic partial charges in e from the Mulliken method, atoms 1 to 6: -0.5458 -0.1681 -0.5414 0.3826 -0.1970 0.2765



(B)
Computed, not measured: a molecular structure, C2H4OS2, with ωB97M-V/def2-TZVPD.

```
! RIJCOSX wB97M-V def2-TZVPD def2/J DEFGRID3
* xyz 0 1
C -0.780 -0.345 0.179
C 0.241 -1.114 -0.500
O 1.461 1.231 0.136
S 0.054 1.444 -0.250
S 1.758 -1.053 0.140
H -1.811 -0.441 -0.370
H -0.894 -0.370 1.276
H 0.223 -1.370 -1.611
H -0.253 2.018 1.000
*
```

Summary:
- HOMO-LUMO gap (eV) = 8.194
- HOMO (eV) = -8.3094

Atomic partial charges in e from the Mulliken method, atoms 1 to 6: -0.4698 -0.3272 -0.4857 0.3203 -0.1028 0.2608



(C)
Computed, not measured: C2H4OS2 in the gas phase, with ωB97M-V/def2-TZVPD.

```
! RIJCOSX wB97M-V def2-TZVPD def2/J DEFGRID3
* xyz 0 1
C -1.913 -0.553 0.504
S -0.856 -0.020 -0.845
S 1.161 0.403 0.613
C 2.455 0.572 -0.568
O 3.487 1.154 -0.350
H -1.392 -0.991 1.316
H -2.662 -1.084 0.068
H -2.373 0.385 0.889
H 2.094 0.135 -1.626
*
```

Summary:
- HOMO-LUMO gap (eV) = 7.562
- SMILES = CSSC=O
- HOMO (eV) = -9.2878

Atomic partial charges in e from the Mulliken method, atoms 1 to 6: -0.8218 -0.0470 -0.0716 0.2010 -0.4105 0.3032



(D)
Computed, not measured: 2 unconnected molecules or ions with the total composition C2H4OS2, with ωB97M-V/def2-TZVPD.

```
! RIJCOSX wB97M-V def2-TZVPD def2/J DEFGRID3
* xyz 0 1
C -1.944 -0.141 -0.127
C -1.330 -1.078 0.487
O 2.186 0.019 -0.554
S 2.418 1.603 0.319
S 1.485 -1.231 0.024
H -3.027 0.164 0.316
H -1.673 0.519 -1.020
H -1.293 -1.911 1.241
H 3.178 2.056 -0.686
*
```

Summary:
- HOMO-LUMO gap (spin up / spin down) (eV) = 8.107 / 7.327
- HOMO (spin up / spin down) (eV) = -8.5742 / -8.1633

Atomic partial charges in e from the Mulliken method, atoms 1 to 6: -0.2953 -0.3794 -0.2473 0.0109 0.0197 0.1620



Of them, (C) has the highest stability.



(A)
Computed, not measured: C2H4OS2 in the gas phase, with ωB97M-V/def2-TZVPD.

```
! RIJCOSX wB97M-V def2-TZVPD def2/J DEFGRID3
* xyz 0 1
C -0.370 1.036 0.406
C 0.887 0.243 0.056
S 2.272 0.992 -0.298
S 0.801 -1.607 0.294
O -0.710 -1.974 -0.353
H -1.029 0.639 1.125
H -0.827 0.908 -0.610
H -0.140 2.033 0.622
H -0.884 -2.270 -1.241
*
```

Summary:
- HOMO-LUMO gap (eV) = 8.249
- SMILES = CC(=S)SO
- HOMO (eV) = -8.7604

Atomic partial charges in e from the Mulliken method, atoms 1 to 6: -1.0162 0.2712 -0.2089 0.1436 -0.4996 0.3211



(B)
Computed, not measured: C2H4OS2 in the gas phase, with ωB97M-V/def2-TZVPD.

```
! RIJCOSX wB97M-V def2-TZVPD def2/J DEFGRID3
* xyz 0 1
C -1.643 1.039 -0.634
C -0.565 0.222 -0.469
S 0.972 0.797 0.079
O 1.854 -0.733 -0.160
S 2.762 -1.182 1.109
H -2.671 0.730 -0.915
H -1.620 2.060 -0.310
H -0.816 -0.824 -0.347
H 1.727 -2.109 1.648
*
```

Summary:
- HOMO-LUMO gap (eV) = 8.589
- SMILES = C=CSOS
- HOMO (eV) = -8.6660

Atomic partial charges in e from the Mulliken method, atoms 1 to 6: -0.6428 0.0332 0.0976 -0.2948 -0.0547 0.2361



Of them, (A) has the highest stability.



(A)
Computed, not measured: C4H13N3O in the gas phase, with ωB97M-V/def2-TZVPD.

```
! RIJCOSX wB97M-V def2-TZVPD def2/J DEFGRID3
* xyz 0 1
N 1.081 3.142 0.373
C 0.901 1.943 -0.439
N -0.047 1.029 0.154
C 0.141 -0.373 -0.240
C 0.236 -1.323 0.984
N -0.881 -2.157 1.374
C -1.006 -0.747 -1.182
O -0.732 -1.944 -1.918
H 0.697 3.971 -0.059
H 0.724 3.039 1.304
H 1.891 1.480 -0.523
H 0.559 2.252 -1.429
H 0.034 1.063 1.154
H 1.047 -0.501 -0.830
H 0.547 -0.750 1.872
H 1.100 -1.960 0.783
H -1.733 -1.661 1.584
H -1.008 -2.968 0.794
H -1.868 -0.905 -0.523
H -1.172 0.014 -1.934
H -0.511 -2.646 -1.298
*
```

Summary:
- HOMO-LUMO gap (eV) = 9.708
- SMILES = NCN[C@@H](CN)CO
- HOMO (eV) = -8.8577

Atomic partial charges in e from the Mulliken method, atoms 1 to 6: -0.6141 -0.2137 -0.5088 0.5607 -1.0884 -0.5447



(B)
Computed, not measured: 2 unconnected molecules or ions with the total composition C4H13N3O, with ωB97M-V/def2-TZVPD.

```
! RIJCOSX wB97M-V def2-TZVPD def2/J DEFGRID3
* xyz 0 1
N -1.951 0.163 -1.047
C -0.841 -0.405 -0.292
N -1.159 -1.713 0.243
C -0.370 0.625 0.764
N -0.617 0.165 2.110
O -0.891 1.897 0.545
H -2.816 -0.007 -0.538
H -2.034 -0.298 -1.945
H 0.010 -0.522 -1.009
H -1.602 -1.618 1.152
H -0.321 -2.268 0.367
H 0.794 0.677 0.580
H -1.337 0.730 2.544
H 0.220 0.232 2.688
H -1.489 1.813 -0.224
C 2.465 0.519 -0.467
C 2.177 -0.351 -1.444
H 3.030 0.208 0.401
H 2.506 1.579 -0.671
H 2.369 -1.409 -1.337
H 1.855 -0.019 -2.420
*
```

Summary:
- HOMO-LUMO gap (eV) = 9.914
- SMILES = NC(N)[C@H](N)O.C=C
- HOMO (eV) = -8.9238

Atomic partial charges in e from the Mulliken method, atoms 1 to 6: -0.7708 0.5778 -0.7049 0.9270 -0.6372 -0.6029



Of them, (A) has the highest stability.



(A)
Computed, not measured: 2 unconnected molecules or ions with the total composition C4H13N3O, with ωB97M-V/def2-TZVPD.

```
! RIJCOSX wB97M-V def2-TZVPD def2/J DEFGRID3
* xyz 0 1
C -0.670 1.024 1.807
C -1.080 1.512 0.556
N -1.657 0.734 -0.394
N 0.073 1.986 2.674
H -0.712 0.019 2.238
H -0.956 2.582 0.338
H -2.035 1.333 -1.110
H -0.941 -0.630 -0.071
H 1.071 1.713 2.785
H -0.334 2.213 3.569
H 0.127 2.878 2.156
C 0.388 -1.898 -0.803
O -0.440 -1.416 0.248
C 1.036 -0.714 -1.523
N 1.989 -1.308 -2.470
H 1.237 -2.550 -0.418
H -0.310 -2.402 -1.506
H 0.308 -0.100 -2.038
H 1.552 -0.095 -0.754
H 1.646 -2.228 -2.694
H 1.996 -0.831 -3.364
*
```

Summary:
- HOMO-LUMO gap (eV) = 6.807
- HOMO (eV) = -6.9705

Atomic partial charges in e from the Mulliken method, atoms 1 to 6: -0.3290 -0.3221 -0.7423 -0.3253 0.4230 0.1492



(B)
Computed, not measured: a molecular structure, C4H13N3O, with ωB97M-V/def2-TZVPD.

```
! RIJCOSX wB97M-V def2-TZVPD def2/J DEFGRID3
* xyz 0 1
C -3.864 -0.188 1.121
N -2.780 -1.049 1.659
C 1.313 0.520 -0.010
C 0.304 -0.340 0.786
O -0.916 -0.538 0.082
N 2.484 -0.249 -0.403
C 1.299 -0.054 -1.417
N 3.702 1.304 -1.731
H -3.401 0.524 0.418
H -4.274 0.438 1.850
H -4.679 -0.788 0.589
H -3.127 -2.010 1.814
H 1.272 1.596 0.180
H 0.049 0.097 1.806
H 0.739 -1.351 1.039
H -1.875 -0.965 0.871
H 3.233 0.515 -0.823
H 1.353 0.759 -2.181
H 0.826 -0.991 -1.664
H 4.009 0.749 -2.507
H 4.334 2.020 -1.478
*
```

Summary:
- HOMO-LUMO gap (eV) = 3.760
- HOMO (eV) = -7.7906

Atomic partial charges in e from the Mulliken method, atoms 1 to 6: -0.6563 -0.5912 0.4695 -0.6948 -0.5682 -0.6006



(C)
Computed, not measured: 2 unconnected molecules or ions with the total composition C4H13N3O, with ωB97M-V/def2-TZVPD.

```
! RIJCOSX wB97M-V def2-TZVPD def2/J DEFGRID3
* xyz 0 1
H 2.475 -0.056 2.408
N 2.953 0.695 1.929
C 2.609 1.022 0.759
N 1.605 0.517 -0.006
C 0.762 -0.591 0.413
C 0.435 -1.448 -0.788
C -0.345 -0.732 -1.908
N -1.265 0.322 -1.502
H 3.229 1.765 0.267
H 1.415 0.871 -0.927
H -0.129 -0.201 0.906
H 1.287 -1.213 1.133
H 1.389 -1.838 -1.149
H -0.120 -2.348 -0.537
H 0.331 -0.355 -2.684
H -0.937 -1.452 -2.457
H -2.106 -0.054 -1.060
H -0.834 0.994 -0.883
O -4.390 1.013 1.932
H -3.512 1.220 2.273
H -4.851 1.868 1.881
*
```

Summary:
- HOMO-LUMO gap (eV) = 9.576
- SMILES = [H]/N=C\NCCCN.O
- HOMO (eV) = -9.0298

Atomic partial charges in e from the Mulliken method, atoms 1 to 6: 0.2291 -0.6914 0.0469 -0.0914 -0.7079 -0.6135



(D)
Computed, not measured: C4H13N3O in the gas phase, with ωB97M-V/def2-TZVPD.

```
! RIJCOSX wB97M-V def2-TZVPD def2/J DEFGRID3
* xyz 0 1
N 1.042 2.858 1.028
C 0.575 2.230 -0.179
N -0.306 1.138 0.103
C 0.300 -0.230 -0.051
C 0.177 -1.175 1.103
N -0.780 -2.257 1.052
C -0.581 -0.550 -1.333
O -0.370 -1.837 -1.875
H 0.441 3.475 1.497
H 1.525 2.185 1.670
H 1.410 1.937 -0.799
H -0.135 2.955 -0.924
H -0.840 1.161 0.943
H 1.407 -0.216 -0.474
H -0.157 -0.592 2.116
H 1.151 -1.468 1.427
H -1.252 -2.371 0.196
H -0.489 -3.218 1.247
H -1.696 -0.560 -1.105
H -0.158 0.173 -2.009
H -0.762 -2.591 -1.297
*
```

Summary:
- HOMO-LUMO gap (eV) = 9.076
- SMILES = NCN[C@@H](CN)CO
- HOMO (eV) = -8.2288

Atomic partial charges in e from the Mulliken method, atoms 1 to 6: -0.5683 -0.5396 -0.2942 0.5360 -0.6147 -0.5322



Of them, (C) has the highest stability.



(A)
Computed, not measured: 2 unconnected molecules or ions with the total composition C4H13N3O, with ωB97M-V/def2-TZVPD.

```
! RIJCOSX wB97M-V def2-TZVPD def2/J DEFGRID3
* xyz 0 1
C 1.098 1.731 -0.960
C 1.394 -0.419 1.025
N 0.844 0.292 -0.927
H 1.434 -0.294 -1.510
H 0.655 2.206 -1.839
H 2.176 1.905 -0.949
H 0.654 2.186 -0.076
H 2.387 -0.118 0.682
H 1.352 -1.499 1.101
H 1.275 0.088 1.976
C -0.736 -0.228 0.786
N -1.680 -1.193 1.248
N -0.745 -1.455 -1.357
C -0.562 -0.178 -0.731
O -0.972 1.078 1.325
H -1.900 1.323 1.165
H -1.617 -1.284 2.256
H -2.651 -0.970 1.009
H -0.430 -1.509 -2.315
H -0.760 -2.231 -0.708
H -1.216 0.571 -1.201
*
```

Summary:
- HOMO-LUMO gap (spin up / spin down) (eV) = 7.743 / 7.743
- HOMO (spin up / spin down) (eV) = -6.9615 / -6.9618

Atomic partial charges in e from the Mulliken method, atoms 1 to 6: -0.9211 -0.8735 -0.3863 0.3506 0.3213 0.3372



(B)
Computed, not measured: 3 unconnected molecules or ions with the total composition C4H13N3O, with ωB97M-V/def2-TZVPD.

```
! RIJCOSX wB97M-V def2-TZVPD def2/J DEFGRID3
* xyz 0 1
C 0.397 -0.358 -0.175
C -1.476 0.782 0.645
C 0.036 -0.457 -1.632
C -2.422 -0.384 0.659
N 0.621 0.798 0.501
N 2.834 -1.391 0.801
N 1.053 1.855 -0.203
O 2.280 -0.795 -0.329
H 0.158 -1.194 0.472
H 2.077 -1.863 1.307
H 3.195 -0.665 1.421
H 1.413 2.618 0.352
H 1.109 1.826 -1.216
H -1.399 1.286 1.605
H -1.650 1.496 -0.157
H -0.531 -1.370 -1.810
H -0.571 0.377 -1.993
H 0.934 -0.495 -2.254
H -2.538 -0.831 -0.331
H -2.093 -1.163 1.353
H -3.425 -0.073 0.985
*
```

Summary:
- HOMO-LUMO gap (spin up / spin down) (eV) = 7.658 / 7.659
- HOMO (spin up / spin down) (eV) = -6.8583 / -6.8591

Atomic partial charges in e from the Mulliken method, atoms 1 to 6: 0.0561 -0.5198 -1.4869 -0.9302 -0.0949 -0.4339



Of them, (A) has the highest stability.



(A)
Computed, not measured: C3H8NO2P in the gas phase, with ωB97M-V/def2-TZVPD.

```
! RIJCOSX wB97M-V def2-TZVPD def2/J DEFGRID3
* xyz 0 1
N -2.506 0.027 -1.025
C -1.714 -0.204 0.263
C -0.247 -0.046 -0.022
C 0.737 -0.259 0.823
P 2.464 0.002 0.409
O 3.415 -1.042 0.819
O 2.433 0.360 -1.158
H -2.486 -0.729 -1.624
H -3.430 0.268 -0.673
H -1.940 0.619 1.055
H -2.073 -1.235 0.569
H -0.033 0.309 -1.052
H 0.648 -0.615 1.938
H 2.627 1.313 0.965
H 2.105 1.232 -1.286
*
```

Summary:
- HOMO-LUMO gap (eV) = 10.391
- SMILES = NC/C=C/[P@@H](=O)O
- HOMO (eV) = -9.7594

Atomic partial charges in e from the Mulliken method, atoms 1 to 6: -0.6245 -0.2834 -0.2097 -0.2537 0.5941 -0.6168



(B)
Computed, not measured: C3H8NO2P in the gas phase, with ωB97M-V/def2-TZVPD.

```
! RIJCOSX wB97M-V def2-TZVPD def2/J DEFGRID3
* xyz 0 1
C 2.413 0.854 0.401
P 1.112 -0.046 -0.278
C -0.968 -0.865 -0.317
N -1.943 0.196 -0.196
O -3.267 -0.153 0.114
C -1.479 1.417 0.198
O -0.353 1.778 -0.113
H 2.330 1.684 0.999
H 3.176 0.357 0.946
H 1.663 -1.309 -0.533
H 0.856 0.588 -1.548
H -0.947 -1.268 -1.423
H -1.133 -1.798 0.213
H -3.117 -0.874 0.747
H -2.177 2.003 0.670
*
```

Summary:
- HOMO-LUMO gap (spin up / spin down) (eV) = 8.011 / 8.011
- SMILES = C=[PH2]CN(O)C=O
- HOMO (spin up / spin down) (eV) = -7.5780 / -7.5774

Atomic partial charges in e from the Mulliken method, atoms 1 to 6: -0.8858 0.3831 -0.8640 0.1396 -0.3924 0.0037



Of them, (A) has the highest stability.